1.
This record from OMol25 describes a molecular structure, C5H3Cl2NNdO3Pm in a non-equilibrium geometry. The level of theory is ωB97M-V with the def2-TZVPD basis set.

Element x y z (Å)
Nd 3.628 -0.446 0.290
Pm -1.155 -1.741 -0.393
Cl 2.358 1.632 0.751
Cl -0.403 -3.177 1.506
C -3.291 -2.443 -1.685
C 2.883 -0.833 -2.001
C 1.819 -1.163 -1.030
O -4.238 -2.777 -2.253
O 2.973 -0.789 -3.192
O 0.690 -1.519 -1.535
C -0.847 2.637 1.818
C -0.912 1.374 1.145
N -1.011 0.345 0.602
H -1.308 3.417 1.194
H 0.202 2.899 2.009
H -1.388 2.583 2.774

HOMO-LUMO gap (alpha / beta)	3.73 / 4.19	eV
2S+1	8
total charge	+4

=====

2.
This record from OMol25 describes 2 unconnected molecules or ions with the total composition H2N4O in a non-equilibrium geometry. The level of theory is ωB97M-V with the def2-TZVPD basis set.

Element x y z (Å)
N 0.846 1.298 -0.006
N 2.559 -1.127 0.038
N 0.075 0.393 0.051
N 3.284 -0.303 0.053
O 4.000 0.606 -0.034
H -0.847 0.254 0.638
H 0.235 -0.580 -0.488

HOMO-LUMO gap	9.32	eV
total charge	0

=====

3.
This record from OMol25 describes 11 unconnected molecules or ions with the total composition C46H109N5O11 in a non-equilibrium geometry. The level of theory is ωB97M-V with the def2-TZVPD basis set.

Element x y z (Å)
C -0.440 1.304 1.320
C -1.527 0.741 0.379
C -0.984 0.627 -1.065
C -1.850 -0.694 0.894
C -2.692 -0.873 2.074
C -4.065 -0.203 1.689
C -3.902 1.296 1.205
C -5.299 1.628 0.503
C -3.690 2.134 2.487
N -2.847 1.483 0.241
O -2.729 2.775 -0.376
H 0.244 0.544 1.698
H 0.087 2.082 0.768
H -0.901 1.710 2.220
H -0.768 1.595 -1.517
H -0.021 0.128 -0.951
H -1.535 0.057 -1.813
H -2.299 -1.266 0.082
H -0.865 -1.146 1.015
H -2.720 -1.948 2.251
H -2.349 -0.383 2.986
H -4.658 -0.212 2.603
H -4.592 -0.781 0.929
H -6.196 1.318 1.040
H -5.424 1.096 -0.440
H -5.467 2.701 0.408
H -2.888 1.670 3.061
H -4.619 2.293 3.035
H -3.255 3.072 2.142
H -3.224 2.740 -1.198
C 4.804 -4.820 6.604
C 5.586 -3.949 7.564
C 6.879 -4.637 8.090
C 5.985 -2.670 6.658
C 6.365 -1.462 7.598
C 5.337 -1.112 8.694
C 4.909 -2.434 9.497
C 5.796 -2.564 10.739
C 3.526 -2.010 9.956
N 4.695 -3.649 8.654
O 4.157 -4.737 9.303
H 3.841 -4.469 6.234
H 5.524 -4.949 5.796
H 4.590 -5.846 6.905
H 7.208 -4.216 9.040
H 6.751 -5.710 8.231
H 7.605 -4.612 7.278
H 6.862 -2.877 6.044
H 5.142 -2.300 6.074
H 7.228 -1.847 8.141
H 6.813 -0.538 7.233
H 4.514 -0.552 8.249
H 5.775 -0.378 9.369
H 6.866 -2.523 10.538
H 5.547 -3.448 11.326
H 5.540 -1.844 11.516
H 3.460 -1.135 10.604
H 3.012 -2.758 10.560
H 2.784 -1.971 9.159
H 3.238 -4.746 9.026
C -4.679 -7.103 -4.181
C -4.441 -6.732 -5.640
C -4.837 -5.288 -5.783
C -2.942 -6.878 -5.840
C -2.359 -8.310 -5.820
C -3.152 -9.166 -6.839
C -4.694 -9.029 -6.781
C -5.303 -9.601 -8.121
C -5.182 -10.009 -5.671
N -5.113 -7.618 -6.602
O -6.471 -7.568 -6.597
H -4.592 -6.197 -3.581
H -5.724 -7.413 -4.156
H -4.120 -7.956 -3.798
H -4.656 -4.918 -6.792
H -5.904 -5.213 -5.575
H -4.289 -4.694 -5.051
H -2.670 -6.688 -6.878
H -2.202 -6.332 -5.254
H -1.294 -8.235 -6.042
H -2.422 -8.842 -4.871
H -2.764 -10.167 -6.647
H -2.747 -8.997 -7.837
H -6.392 -9.650 -8.131
H -4.910 -10.596 -8.331
H -5.078 -9.094 -9.059
H -4.887 -11.055 -5.746
H -6.266 -9.967 -5.780
H -5.134 -9.707 -4.625
H -6.665 -7.590 -7.537
C -5.961 13.777 3.379
C -4.556 13.807 4.004
C -4.352 14.867 5.068
C -4.293 12.474 4.800
C -4.032 11.270 3.840
C -2.842 11.653 2.922
C -3.131 12.872 2.067
C -1.766 13.191 1.368
C -4.144 12.511 0.930
N -3.511 13.926 2.980
O -3.574 15.169 2.289
H -6.145 12.920 2.730
H -6.803 13.920 4.055
H -5.953 14.612 2.679
H -4.533 15.877 4.701
H -4.989 14.520 5.882
H -3.327 14.952 5.426
H -3.473 12.474 5.518
H -5.232 12.280 5.318
H -3.771 10.376 4.405
H -4.783 10.857 3.166
H -2.778 10.862 2.176
H -1.914 11.716 3.489
H -1.266 12.233 1.226
H -1.146 13.540 2.194
H -1.753 13.858 0.507
H -4.364 13.464 0.448
H -5.015 11.993 1.330
H -3.816 11.639 0.364
H -2.979 15.821 2.668
C 9.574 -4.248 -8.170
C 9.255 -5.158 -6.970
C 8.492 -6.394 -7.291
C 10.624 -5.464 -6.211
C 10.415 -5.930 -4.723
C 9.639 -4.987 -3.819
C 8.243 -4.628 -4.567
C 7.207 -5.815 -4.326
C 7.834 -3.281 -3.953
N 8.472 -4.345 -6.004
O 7.289 -4.003 -6.651
H 9.927 -3.285 -7.800
H 10.304 -4.706 -8.836
H 8.703 -4.033 -8.790
H 8.704 -7.132 -6.517
H 7.431 -6.331 -7.530
H 8.940 -6.864 -8.167
H 11.185 -6.259 -6.702
H 11.186 -4.531 -6.256
H 9.920 -6.897 -4.641
H 11.373 -5.859 -4.207
H 10.151 -4.036 -3.668
H 9.357 -5.471 -2.884
H 7.068 -5.903 -3.248
H 7.599 -6.768 -4.682
H 6.272 -5.552 -4.819
H 8.381 -2.395 -4.274
H 7.736 -3.260 -2.867
H 6.926 -2.862 -4.386
H 7.358 -3.064 -6.839
C -4.666 3.093 -6.407
O -3.877 4.233 -5.965
H -5.397 2.655 -5.728
H -5.212 3.282 -7.331
H -3.932 2.328 -6.659
H -3.186 4.407 -6.609
O -12.401 1.531 4.112
H -11.937 1.152 3.365
H -12.253 0.910 4.826
O -2.136 -6.576 8.153
H -2.622 -6.298 7.377
H -2.801 -6.946 8.733
O -11.753 5.549 -4.063
H -11.875 5.419 -5.003
H -11.130 4.869 -3.806
O 2.961 7.274 2.813
H 2.114 6.887 2.589
H 2.779 7.826 3.573
O 0.663 6.961 -4.881
H -0.067 6.780 -4.289
H 0.393 6.586 -5.719

SMILES string	CC1(C)CCCC(C)(C)N1O.CC1(C)CCCC(C)(C)N1O.CC1(C)CCCC(C)(C)N1O.CC1(C)CCCC(C)(C)N1O.CC1(C)CCCC(C)(C)N1O.CO.O.O.O.O.O
HOMO-LUMO gap	8.23	eV
total charge	0

=====

4.
This record from OMol25 describes 2 unconnected molecules or ions with the total composition C9H14N5O in a non-equilibrium geometry. The level of theory is ωB97M-V with the def2-TZVPD basis set.

Element x y z (Å)
C -1.877 -1.998 0.384
C 3.100 -1.403 -1.862
C -3.187 -2.035 2.099
C -2.202 -0.656 0.742
C 3.221 -2.218 -0.798
C 1.064 -1.620 -0.964
C -0.723 3.807 0.749
C -1.463 2.771 -0.260
C -1.756 0.425 0.077
N -2.518 -2.765 1.244
N -3.022 -0.677 1.881
N 1.949 -2.364 -0.286
N 1.786 -1.019 -1.876
N 4.366 -2.887 -0.306
O -1.885 1.647 0.453
H -1.091 -2.185 -0.412
H 3.753 -1.112 -2.624
H -3.602 -2.527 2.899
H -0.934 4.846 0.526
H -1.135 3.525 1.705
H 0.286 3.542 0.773
H -0.739 2.534 -1.124
H -2.419 3.225 -0.605
H -0.912 0.039 -0.552
H -3.515 0.109 2.322
H 1.688 -2.786 0.547
H 1.393 -0.277 -2.562
H 4.968 -3.152 -1.009
H 4.161 -3.597 0.359

HOMO-LUMO gap	5.99	eV
total charge	+1

=====

| no. | E_tot (eV) |
| --- | --- |
| 1 | -69691.2792 |
| 2 | -8035.6343 |
| 3 | -79430.9592 |
| 4 | -19048.5299 |